# 1
Formula: C36H33IrN12OSTe
Source: the Open Molecules 2025 dataset
Level of theory: ωB97M-V/def2-TZVPD

Kohn-Sham gap (alpha / beta) in eV: 5.084 / 3.311
⟨S²⟩: 0.75
Net charge: +3
Spin multiplicity: 2
LUMO (alpha / beta) in eV: -9.27 / -11.05
Relative energy (zero: lowest compared OMol25 entry of this formula, charge and spin) in kJ/mol: 57.4
Highest occupied orbital energy (alpha / beta) in eV: -14.36 / -14.36

Geometry as XYZ:
```
85
Properties=species:S:1:pos:R:3:forces:R:3
Ir -0.55370 -0.97201 -0.12186 -0.409 -0.274 -0.292
C 0.84193 -2.60983 3.51162 0.012 0.016 0.007
C 0.56931 -2.23861 2.09539 0.031 0.041 0.004
N -0.23127 -1.26702 1.77002 -0.061 -0.096 0.014
N -0.77026 -0.45354 2.70123 -0.040 -0.031 0.017
C -1.72712 0.34979 2.25547 -0.015 -0.068 -0.011
N -2.31043 1.14573 3.13939 -0.025 -0.006 0.007
S -2.27926 0.42343 0.60022 0.146 0.217 0.095
C 1.19105 -2.95411 0.96885 -0.041 -0.079 -0.004
C 2.04244 -4.03314 1.14292 -0.031 -0.012 -0.002
C 2.56507 -4.66890 0.02362 -0.004 -0.006 -0.004
C 2.22695 -4.20786 -1.23823 -0.011 -0.007 0.002
C 1.37065 -3.12350 -1.34324 -0.028 -0.012 -0.006
N 0.86956 -2.51153 -0.27091 0.239 0.225 0.090
H 0.25765 -1.99520 4.18701 -0.001 -0.001 0.001
H 1.90089 -2.48427 3.74725 0.002 -0.001 -0.007
H 0.58999 -3.65945 3.67641 0.000 0.000 0.000
H -2.07601 1.07216 4.11782 0.008 0.003 -0.001
H -3.03350 1.78996 2.86355 0.001 0.001 -0.002
H 2.27213 -4.38834 2.13746 0.007 0.005 0.000
H 3.21357 -5.52736 0.13923 0.000 0.001 0.001
H 2.59787 -4.68668 -2.13344 -0.005 -0.003 0.000
H 1.05815 -2.74557 -2.30849 0.024 0.019 0.000
C 0.56805 4.17361 -1.03193 -0.012 -0.006 0.005
N 0.79523 2.84039 -0.45717 0.078 0.012 -0.005
C 0.41953 1.67995 -0.95285 0.055 -0.033 -0.035
N 0.66406 0.71485 -0.05945 -0.086 0.042 0.024
C 1.20297 1.39387 0.99929 -0.002 -0.020 0.001
N 1.30248 2.67708 0.78239 -0.012 -0.001 -0.010
C -0.77563 4.74887 -0.63951 0.007 0.003 0.005
C -0.84242 6.10028 -0.33144 -0.002 -0.008 0.020
C -2.06181 6.68582 -0.01998 -0.003 0.005 0.005
C -3.21378 5.92354 0.00159 -0.002 0.004 -0.002
C -3.15446 4.56196 -0.30123 0.003 0.007 -0.013
C -1.93583 3.97966 -0.63182 -0.003 0.004 -0.014
C -4.40494 3.80140 -0.21759 0.010 -0.004 0.006
N -5.51870 4.24634 0.24383 -0.005 -0.003 0.005
N -6.42006 3.20472 0.18556 -0.001 0.004 0.008
C -5.79282 2.19617 -0.30554 0.005 -0.008 0.001
O -4.48946 2.49142 -0.59543 -0.016 0.016 -0.006
C -6.34726 0.85435 -0.50128 -0.006 -0.007 -0.013
C -7.67460 0.64487 -0.12074 0.001 0.003 0.000
C -8.23832 -0.60900 -0.25121 -0.008 -0.005 0.006
C -7.48666 -1.66587 -0.74849 0.009 -0.006 0.012
C -6.17048 -1.46470 -1.13778 -0.010 -0.003 0.000
C -5.39450 -2.62969 -1.71262 0.007 0.006 0.008
N -4.07914 -2.76818 -1.06906 0.001 -0.034 -0.011
C -2.97892 -2.10938 -1.36257 0.033 -0.044 -0.040
N -2.05163 -2.36684 -0.43348 -0.029 0.035 0.135
C -2.68729 -3.22074 0.42569 0.011 0.028 0.019
N -3.91184 -3.48136 0.06217 -0.008 0.020 0.006
C -5.60488 -0.19761 -1.02205 -0.001 0.007 0.004
H 0.66407 4.06969 -2.11377 -0.004 -0.016 0.000
H 1.37856 4.80317 -0.67399 -0.002 0.014 -0.016
H -0.02656 1.55980 -1.92757 -0.022 0.004 0.009
H 1.49490 0.93164 1.92752 -0.002 -0.003 0.002
H 0.05740 6.70324 -0.33504 0.002 -0.003 0.005
H -2.10894 7.74001 0.21521 -0.001 0.001 -0.003
H -4.16752 6.36508 0.25522 -0.001 0.000 -0.003
H -1.91204 2.92230 -0.86620 -0.001 0.007 -0.001
H -8.24558 1.47224 0.27723 0.002 0.001 -0.001
H -9.26514 -0.77150 0.04548 -0.002 0.001 -0.005
H -7.93221 -2.64926 -0.83338 0.002 -0.001 0.000
H -5.21285 -2.51572 -2.78187 0.009 0.006 0.002
H -5.91614 -3.56888 -1.55014 -0.005 0.000 -0.014
H -2.87441 -1.46571 -2.22189 -0.003 0.011 0.010
H -2.23522 -3.63406 1.31165 -0.003 -0.004 0.000
H -4.58278 -0.00803 -1.32931 -0.009 0.000 -0.010
C 6.40143 0.10974 -1.60731 -0.018 0.017 0.009
Te 4.94778 -0.45911 -0.17175 0.238 -0.012 -0.035
C 6.49246 -1.58234 0.74812 -0.006 0.015 0.011
C 7.76374 -1.24171 0.01276 -0.001 0.009 0.000
C 8.98113 -1.74119 0.46608 0.002 -0.005 -0.005
C 10.14468 -1.42920 -0.21504 -0.001 -0.001 0.002
C 10.10030 -0.61810 -1.34325 0.000 0.003 -0.001
C 8.89245 -0.11562 -1.79457 0.000 -0.010 -0.004
C 7.71938 -0.43083 -1.11493 0.003 0.005 0.004
H 6.37003 1.19745 -1.69793 -0.002 0.001 0.009
H 6.07271 -0.31814 -2.55908 0.009 0.007 -0.005
H 6.19967 -2.63288 0.66065 0.009 -0.002 0.010
H 6.50768 -1.32277 1.80871 -0.002 0.009 -0.002
H 9.02124 -2.36626 1.34922 -0.001 -0.001 -0.001
H 11.09150 -1.81349 0.13831 0.000 0.000 0.000
H 11.01256 -0.37102 -1.86840 0.000 -0.001 0.000
H 8.86314 0.52153 -2.66939 -0.001 -0.001 -0.001
```
Positions in Å, forces in eV/Å.

Mulliken atomic charge list, values in e, 2 entries:
1 Ir 1.30
2 C -1.87

# 2
Formula: C36H33N5O3PPdS4
Source: the Open Molecules 2025 dataset
Level of theory: ωB97M-V/def2-TZVPD

Kohn-Sham gap in eV: 6.768
Net charge: +1
Spin multiplicity: 1
LUMO in eV: -4.05
Relative energy (zero: lowest compared OMol25 entry of this formula, charge and spin) in kJ/mol: 0.0
Highest occupied orbital energy in eV: -10.82

Geometry as XYZ:
```
83
Properties=species:S:1:pos:R:3:forces:R:3
Pd -0.22469 0.24936 -0.16781 -0.259 -0.101 -0.427
O -1.86914 -2.84561 1.04937 -0.111 -0.035 -0.211
C -1.27821 -2.46925 0.04497 -0.190 0.118 -0.351
O -1.54211 -1.35043 -0.57328 -0.165 -0.182 0.234
C -0.20568 -3.29809 -0.58612 0.089 -0.056 0.123
C -0.06989 -4.63516 -0.25041 -0.028 0.033 -0.014
C 0.92952 -5.39797 -0.83760 -0.019 -0.040 0.015
C 1.79704 -4.81910 -1.74816 0.051 0.005 -0.033
C 1.67921 -3.47376 -2.07434 -0.040 0.043 0.013
C 0.67732 -2.70831 -1.49053 -0.037 -0.050 -0.004
P 0.42433 -0.98451 -1.96986 0.311 0.269 -0.065
C -0.65122 -1.02266 -3.42306 0.006 -0.058 0.023
C -0.04911 -1.48221 -4.59498 -0.028 -0.048 -0.031
C -0.79597 -1.61281 -5.75552 0.011 0.002 0.022
C -2.14225 -1.28180 -5.75174 -0.018 0.010 0.015
C -2.74428 -0.83080 -4.58480 0.004 -0.014 -0.021
C -2.00655 -0.70769 -3.41912 0.014 -0.020 0.034
C 2.00194 -0.31199 -2.51671 0.070 -0.032 -0.007
C 2.03708 0.63831 -3.53658 -0.015 0.014 0.011
C 3.22249 1.29495 -3.82930 0.008 0.004 0.009
C 4.37165 1.01237 -3.10636 -0.001 0.003 -0.002
C 4.33922 0.07600 -2.08084 -0.017 -0.021 0.002
C 3.15746 -0.57751 -1.77747 -0.019 -0.015 -0.033
H -0.76368 -5.06881 0.45769 0.002 0.003 -0.004
H 1.02811 -6.44584 -0.58773 -0.003 0.003 0.001
H 2.57494 -5.41272 -2.20955 0.001 0.006 0.002
H 2.36898 -3.03278 -2.78011 0.036 0.033 -0.014
H 1.00383 -1.73516 -4.61041 -0.013 -0.006 -0.011
H -0.32231 -1.96899 -6.66030 0.002 0.001 0.002
H -2.72458 -1.37725 -6.65859 0.000 0.002 0.004
H -3.79574 -0.57719 -4.57909 0.003 -0.002 0.002
H -2.49105 -0.38081 -2.51196 -0.007 0.000 0.043
H 1.14003 0.87424 -4.09470 0.017 0.017 0.008
H 3.24346 2.03437 -4.61841 -0.004 0.000 0.002
H 5.29392 1.52929 -3.33621 0.000 -0.004 0.001
H 5.23301 -0.13650 -1.50962 -0.004 -0.002 -0.001
H 3.13224 -1.28140 -0.95473 -0.007 -0.048 0.014
S 0.88905 4.20912 -2.03864 -0.033 -0.091 0.082
C 0.49064 2.79269 -1.36951 0.026 0.114 -0.180
S 1.33097 1.93032 -0.13913 0.188 -0.070 -0.028
S -0.89427 1.82136 -1.75383 -0.029 0.004 0.002
C -7.12872 4.23209 3.69733 0.007 -0.004 0.000
C -6.13579 3.35694 4.41120 -0.004 0.016 -0.002
C -5.32005 3.86489 5.41695 0.010 -0.003 0.007
C -4.38042 3.06596 6.04992 -0.028 0.004 -0.009
C -4.25584 1.72930 5.69910 -0.019 -0.033 0.049
N -3.28568 0.93638 6.38525 -0.094 0.068 0.070
C -2.61663 -0.14583 5.90335 -0.036 -0.123 0.055
O -2.21477 -1.04639 6.62117 0.015 0.051 -0.057
N -2.40508 -0.21229 4.53095 -0.023 -0.053 -0.046
C -2.06111 0.79473 3.63203 0.063 0.011 -0.118
C -1.85997 2.13149 3.95664 -0.005 0.082 0.119
C -1.48246 3.01043 2.95841 -0.028 0.006 -0.062
C -1.23416 2.53522 1.68509 -0.155 -0.005 -0.075
N -1.38372 1.24263 1.38381 0.241 0.061 0.607
C -1.82094 0.40079 2.32052 -0.172 0.137 -0.134
C -5.08148 1.19585 4.71853 -0.027 0.012 0.010
C -5.99987 2.01203 4.07755 0.013 -0.015 0.006
H -7.37401 5.11395 4.28721 -0.001 -0.003 -0.001
H -8.05203 3.69161 3.49045 0.000 0.001 0.001
H -6.72665 4.57309 2.74116 -0.001 0.000 0.001
H -5.41584 4.90350 5.70910 0.000 -0.001 0.000
H -3.74148 3.47896 6.82182 -0.003 0.002 0.003
H -3.34151 0.92080 7.39340 -0.007 0.023 -0.004
H -2.11646 -1.13462 4.24547 -0.068 0.042 -0.023
H -1.99519 2.48332 4.96969 0.053 -0.024 -0.090
H -1.34875 4.06042 3.17587 0.007 0.004 -0.013
H -0.90544 3.18563 0.88751 0.011 0.030 0.041
H -1.98056 -0.62682 2.01117 0.013 -0.001 0.008
H -5.01452 0.14702 4.46159 -0.008 0.012 0.001
H -6.64068 1.58622 3.31457 0.002 -0.001 0.002
S 1.30005 -0.91790 1.40956 0.161 0.083 -0.017
C 0.67553 -1.47715 2.91232 -0.179 -0.180 0.106
N 1.26349 -1.15623 4.05943 0.062 -0.014 -0.025
C 0.70213 -1.87689 5.20470 0.041 -0.001 0.043
C -0.32638 -2.80617 4.52779 0.103 0.081 -0.034
N -0.31501 -2.33763 3.13330 0.358 0.081 0.218
H 2.02464 -0.50059 4.09822 -0.008 0.006 0.004
H 0.22194 -1.19323 5.90411 -0.011 -0.011 -0.019
H 1.48216 -2.43026 5.72325 -0.019 -0.005 0.034
H -1.30649 -2.69254 4.98783 0.034 -0.158 0.045
H -0.03093 -3.85420 4.56996 -0.020 0.005 0.006
H -0.81554 -2.79425 2.36851 -0.070 0.027 0.063
```
Positions in Å, forces in eV/Å.

Mulliken atomic charge list, values in e, 2 entries:
1 Pd 0.62
2 O -0.86

# 3
Formula: C36H33N5O5PtTe
Source: the Open Molecules 2025 dataset
Level of theory: ωB97M-V/def2-TZVPD

Kohn-Sham gap (alpha / beta) in eV: 4.451 / 4.450
Net charge: +2
Spin multiplicity: 1
LUMO (alpha / beta) in eV: -7.68 / -7.68
Relative energy (zero: lowest compared OMol25 entry of this formula, charge and spin) in kJ/mol: 66.6
Highest occupied orbital energy (alpha / beta) in eV: -12.13 / -12.13

Geometry as XYZ:
```
81
Properties=species:S:1:pos:R:3:forces:R:3
Pt 0.41082 -0.92504 2.14131 0.655 0.214 -0.302
C -0.92114 2.70077 -8.74892 -0.003 -0.017 -0.021
O -1.12498 3.96797 -8.07624 -0.001 -0.002 0.001
C -0.84792 4.12632 -6.82329 0.001 0.002 0.004
C -1.09013 5.43079 -6.30553 0.011 0.006 0.009
C -0.80959 5.68880 -5.01090 -0.048 -0.007 -0.014
C -0.30722 4.64857 -4.15219 0.214 0.104 0.001
C -0.05106 3.34057 -4.69394 -0.018 -0.037 -0.080
C -0.31887 3.08432 -5.99391 0.001 -0.029 0.012
N -0.09734 4.99571 -2.90568 -0.393 0.123 0.118
N 0.39890 4.20643 -2.03595 0.346 -0.334 -0.226
C -0.14964 3.36081 -1.25493 -0.119 0.236 0.245
C -1.59570 3.15515 -1.23101 0.055 -0.027 -0.024
C -2.12087 2.21064 -0.45755 -0.048 -0.027 -0.008
C -1.30410 1.32703 0.40423 -0.159 -0.038 -0.024
O -1.84744 0.47256 1.06077 0.172 0.009 0.085
C 0.17838 1.57652 0.43822 0.086 -0.039 -0.075
N 0.96797 0.79682 1.19904 -0.153 0.068 0.178
C 2.28263 1.03550 1.23638 -0.037 -0.003 -0.015
C 2.87260 2.07589 0.53909 0.009 0.014 -0.011
C 2.08333 2.86808 -0.26107 0.042 0.009 0.017
C 0.71857 2.60352 -0.32904 -0.047 -0.064 -0.057
H -1.24528 2.87153 -9.76823 -0.001 0.006 0.001
H -1.53424 1.93192 -8.28327 0.000 0.004 0.006
H 0.13461 2.43832 -8.72962 0.001 0.005 0.006
H -1.48268 6.18028 -6.97817 0.005 0.002 0.001
H -0.96741 6.66636 -4.57477 0.008 0.003 -0.006
H 0.36849 2.56756 -4.06264 0.007 0.021 0.016
H -0.12093 2.10920 -6.41266 -0.005 0.001 0.002
H -2.20966 3.79510 -1.85216 -0.017 -0.008 0.013
H -3.18699 2.03134 -0.40484 0.001 0.002 -0.016
H 2.87113 0.36165 1.83890 -0.001 0.021 0.022
H 3.93803 2.23377 0.62361 -0.001 0.003 -0.013
H 2.50575 3.68296 -0.83381 0.001 -0.014 -0.014
C 2.86908 -3.39407 -1.37688 0.007 -0.006 0.005
C 1.68662 -3.35926 -2.33652 -0.022 0.013 -0.041
C 0.29742 -3.24335 -1.65673 -0.023 -0.009 0.025
C -0.80685 -3.18787 -2.72528 0.001 0.022 0.014
C -2.20972 -3.11500 -2.13623 -0.010 0.005 0.005
C 0.10375 -4.51475 -0.83109 0.024 0.001 0.017
O -0.07247 -5.58946 -1.32698 0.027 -0.003 -0.006
N 0.17805 -4.40299 0.57140 -0.020 0.018 -0.025
C 0.30025 -3.21547 1.18419 -0.027 0.009 0.014
O 0.34065 -3.05082 2.43805 -0.210 -0.049 -0.070
N 0.37470 -2.05921 0.49901 -0.006 -0.095 0.150
C 0.28622 -1.94150 -0.85978 -0.016 -0.003 -0.044
O 0.24630 -0.85214 -1.39672 0.035 -0.001 0.013
H 3.80180 -3.47592 -1.93285 -0.003 0.001 -0.004
H 2.82340 -4.25320 -0.70431 -0.005 0.002 0.000
H 2.92835 -2.48714 -0.76988 0.000 0.001 -0.002
H 1.66258 -4.26648 -2.94174 0.005 -0.001 0.004
H 1.77334 -2.51143 -3.01827 0.002 0.006 0.011
H -0.69923 -4.07093 -3.35469 -0.014 -0.014 0.017
H -0.60653 -2.31048 -3.34098 -0.001 -0.012 -0.018
H -2.42852 -3.98318 -1.51165 -0.001 -0.002 -0.006
H -2.95877 -3.09602 -2.92657 0.005 0.008 -0.004
H -2.34460 -2.21381 -1.53238 0.003 -0.006 0.006
H 0.08310 -5.24789 1.12096 -0.007 0.000 0.007
Te -2.05600 -0.88479 4.11739 -0.188 0.059 0.208
C -1.68503 -1.93033 5.90371 0.108 -0.020 -0.038
C -0.95612 -3.11673 5.86665 -0.055 -0.034 -0.006
C -0.68820 -3.79501 7.04741 -0.003 0.004 0.006
C -1.15572 -3.29673 8.25560 0.000 -0.005 -0.003
C -1.89465 -2.12262 8.28780 -0.001 0.012 -0.003
C -2.16059 -1.43357 7.11263 0.013 0.016 0.009
C -0.18807 0.15643 4.09893 -0.020 -0.145 -0.151
C -0.17271 1.57701 4.00070 -0.012 0.030 0.003
C 0.99243 2.27365 4.16238 -0.037 0.016 0.022
C 2.20702 1.60102 4.42393 0.018 -0.030 -0.011
C 2.23121 0.23731 4.51596 -0.008 0.093 -0.006
C 1.03632 -0.50479 4.33978 -0.158 -0.094 0.065
H -0.61883 -3.51996 4.91940 0.019 0.013 0.003
H -0.12398 -4.71798 7.02206 -0.004 -0.001 0.002
H -0.95223 -3.83066 9.17422 0.002 0.003 0.000
H -2.26569 -1.73946 9.22900 -0.003 -0.006 0.000
H -2.73681 -0.51801 7.14066 0.009 0.006 0.000
H -1.10902 2.10261 3.85870 0.005 0.002 -0.013
H 0.97914 3.35612 4.13472 0.000 -0.002 -0.011
H 3.11123 2.17465 4.58242 0.001 -0.006 0.008
H 3.14624 -0.28957 4.75389 -0.003 0.006 0.024
H 1.03309 -1.55393 4.61675 0.008 -0.005 -0.005
```
Positions in Å, forces in eV/Å.

Mulliken atomic charge list, values in e, 2 entries:
1 Pt 0.60
2 C -0.83

no.,calculated total energy (eV)
1,-78739.0817
2,-107568.3338
3,-66080.2680